# 1
This record from the Open Molecules 2025 dataset describes a cluster of 4 separate species, H8O4 in total in a non-equilibrium geometry. The level of theory is ωB97M-V/def2-TZVPD.

Geometry (Å):
O 0.375 -2.795 -0.989
H 0.127 -2.093 -0.353
H -0.387 -3.285 -1.236
O -0.218 2.008 1.524
H -1.042 1.880 1.062
H 0.351 2.033 0.747
O 0.561 -0.448 0.512
H 0.193 0.227 1.148
H 1.582 -0.633 0.639
O -0.637 1.283 -1.089
H -0.008 0.679 -0.640
H -1.464 0.815 -1.042

Values from the calculation:
- Structure (SMILES): O.O.O.O
- Energy above the lowest of the compared OMol25 structures with the same formula, charge and spin: 1.0669 eV
- Gap between HOMO and LUMO: 11.620 eV
- E_LUMO: 0.434 eV
- Electronic energy: -305.74000 Ha
- Multiplicity: 1

=====

# 2
This record from the Open Molecules 2025 dataset describes a structure of composition C31H25Cl5N7SW. The level of theory is ωB97M-V/def2-TZVPD.

Geometry (Å):
W -0.438 -0.016 0.032
C -0.484 -2.542 -3.749
C -0.229 -1.637 -2.591
N -0.991 -1.460 -1.551
N -2.151 -2.200 -1.429
C -2.720 -2.322 -0.207
N -3.820 -3.053 -0.111
S -2.016 -1.608 1.153
C 1.046 -0.877 -2.559
C 1.965 -0.944 -3.587
C 3.170 -0.253 -3.459
C 3.407 0.465 -2.304
C 2.433 0.488 -1.312
N 1.272 -0.163 -1.428
H -1.427 -3.079 -3.734
H 0.314 -3.285 -3.810
H -0.460 -1.961 -4.673
H -2.568 -2.607 -2.260
H -4.244 -3.521 -0.898
H -4.295 -3.131 0.777
H 1.767 -1.524 -4.473
H 3.904 -0.288 -4.253
H 4.328 1.008 -2.155
H 2.590 1.045 -0.399
C 0.709 -3.439 0.143
C 1.131 -2.588 1.297
C 1.746 -3.220 2.374
C 2.244 -2.491 3.432
C 2.191 -1.107 3.354
C 1.574 -0.521 2.269
N 0.971 -1.242 1.280
C 1.548 0.946 2.106
C 2.318 1.818 2.855
C 2.182 3.181 2.641
C 1.314 3.636 1.661
C 0.597 2.715 0.912
N 0.720 1.396 1.147
C -0.236 3.085 -0.251
C -0.639 4.385 -0.454
C -1.279 4.707 -1.648
C -1.398 3.726 -2.603
C -0.989 2.417 -2.333
C -1.045 1.441 -3.465
N -0.488 2.078 -1.134
H 1.289 -4.359 0.151
H 0.897 -2.942 -0.806
H -0.345 -3.713 0.212
H 1.832 -4.297 2.355
H 2.697 -2.981 4.282
H 2.614 -0.498 4.136
H 3.010 1.450 3.595
H 2.763 3.883 3.220
H 1.230 4.690 1.456
H -0.464 5.140 0.295
H -1.629 5.712 -1.835
H -1.815 3.944 -3.576
H -0.206 1.635 -4.137
H -1.960 1.579 -4.036
H -1.010 0.411 -3.131
Cl -1.078 0.723 3.542
C -2.087 1.537 2.378
C -2.044 1.129 1.054
C -3.117 1.547 0.275
Cl -3.358 0.741 -1.262
C -4.060 2.485 0.681
Cl -5.300 2.998 -0.380
C -3.977 2.992 1.984
Cl -5.096 4.157 2.521
C -3.011 2.474 2.853
Cl -2.985 2.975 4.486

Values from the calculation:
- Energy above the lowest of the compared OMol25 structures with the same formula, charge and spin: 0.0000 eV
- Charge: +3
- Gap between HOMO and LUMO (spin up / spin down): 6.404 / 5.795 eV
- Expectation value of S²: 2.023
- E_LUMO (spin up / spin down): -9.411 / -10.025 eV
- Electronic energy: -4345.05240 Ha
- Multiplicity: 3

=====

# 3
This record from the Open Molecules 2025 dataset describes a structure of composition C49H44BHoIN8O9S in a non-equilibrium geometry. The level of theory is ωB97M-V/def2-TZVPD.

Geometry (Å):
Ho 0.256 -0.432 -0.028
C -4.110 -0.957 -1.514
C -3.782 0.535 -1.367
N -4.718 1.385 -1.562
C -4.432 2.714 -1.396
C -3.235 3.180 -0.956
C -3.092 4.669 -0.806
O -2.188 5.222 -1.751
C -2.185 2.277 -0.733
C -0.919 2.811 -0.242
N 0.205 2.232 0.066
C 1.166 3.056 0.752
C 0.855 4.221 1.491
C 1.830 4.913 2.188
C 3.116 4.520 2.142
C 3.491 3.409 1.480
C 2.546 2.693 0.806
I 3.219 0.971 -0.111
C -2.440 0.937 -0.966
O -1.590 0.016 -0.753
H -5.159 -1.090 -1.492
H -3.640 -1.496 -0.695
H -3.698 -1.374 -2.459
H -5.207 3.392 -1.702
H -2.701 5.014 0.170
H -4.144 5.101 -0.903
H -2.414 4.908 -2.634
H -0.853 3.917 -0.223
H -0.139 4.586 1.577
H 1.551 5.822 2.687
H 3.839 5.151 2.675
H 4.501 3.103 1.407
O 3.167 -3.280 -2.484
S 2.192 -2.826 -1.479
O 0.361 -2.297 0.939
N 1.391 -1.500 -1.964
C 1.150 -1.241 -3.313
C 1.226 -2.193 -4.337
C 1.051 -1.836 -5.652
C 0.832 -0.533 -6.077
C 0.829 0.504 -5.099
C 0.738 1.875 -5.357
C 0.848 2.779 -4.338
C 0.903 2.264 -3.000
N 0.889 1.008 -2.710
C 0.941 0.131 -3.729
C 3.722 -3.595 3.419
C 2.818 -3.369 4.463
C 3.113 -3.889 5.742
C 4.308 -4.499 6.037
C 5.203 -4.650 5.011
C 4.960 -4.152 3.771
H 1.413 -3.214 -4.069
H 1.108 -2.697 -6.362
H 0.800 -0.285 -7.117
H 0.514 2.219 -6.387
H 0.834 3.829 -4.478
H 0.939 2.981 -2.168
H 1.954 -2.757 4.269
H 2.320 -3.749 6.427
H 4.605 -4.892 6.998
H 6.220 -5.050 5.219
H 5.682 -4.262 2.997
O 2.447 -2.444 1.984
O 3.564 -3.312 2.124
N -0.341 0.302 2.154
C -1.254 0.681 2.763
C -2.365 1.304 3.373
C -2.552 2.599 2.924
N -2.667 3.686 2.541
C -3.270 0.520 4.104
N -4.105 -0.111 4.629
C -2.572 -0.304 -6.347
C -2.654 0.361 -4.982
O -2.519 1.772 -5.135
C -3.710 2.540 -4.905
C -3.247 3.991 -4.801
H -2.437 -1.388 -6.277
H -1.727 0.109 -6.911
H -3.480 -0.006 -6.906
H -1.882 0.067 -4.262
H -3.608 0.074 -4.524
H -4.251 2.229 -4.001
H -4.351 2.478 -5.795
H -2.411 3.973 -4.115
H -3.998 4.655 -4.407
H -2.958 4.434 -5.774
C 1.132 -0.389 7.613
C 1.577 0.503 6.480
C 0.857 1.580 5.993
C 1.318 2.307 4.920
N 2.459 2.098 4.271
C 3.175 1.037 4.700
C 2.740 0.203 5.770
H 2.026 -0.832 8.111
H 0.421 -1.130 7.268
H 0.639 0.270 8.352
H -0.110 1.842 6.365
H 0.684 3.148 4.552
H 4.130 0.791 4.234
H 3.390 -0.564 6.037
O 0.853 -3.902 -1.681
B 1.342 -3.103 1.337
O 1.468 -4.414 1.103
C 0.614 -5.169 0.393
C 0.054 -6.259 1.038
C -0.782 -7.153 0.343
C -1.058 -6.931 -0.993
C -0.505 -5.838 -1.656
C 0.348 -4.976 -0.983
H 0.223 -6.456 2.088
H -1.222 -7.936 0.877
H -1.747 -7.506 -1.574
H -0.638 -5.666 -2.728

Values from the calculation:
- Charge: -1
- Gap between HOMO and LUMO (spin up / spin down): 6.987 / 6.989 eV
- Expectation value of S²: 6.003
- E_LUMO (spin up / spin down): 1.528 / 1.526 eV
- Electronic energy: -4677.87066 Ha
- Multiplicity: 5

=====

The lowest electronic energy belongs to which entry?
C49H44BHoIN8O9S